1.
Below is a molecular structure, C15H34BBeBr3F6LiN3O12PS in a non-equilibrium geometry, with properties calculated with ωB97M-V/def2-TZVPD.

Last column: Mulliken charge in e.
CARTESIAN COORDINATES (ANGSTROEM)
N (3.264, 0.901, -1.693)  -0.56
C (2.910, -0.177, -1.668)  0.32
C (2.402, -1.483, -1.270)  -0.77
C (0.934, -1.693, -1.766)  1.11
S (0.931, -2.893, -3.186)  -0.30
C (0.171, -2.377, -0.693)  -0.21
N (-0.494, -2.727, 0.161)  -0.51
O (0.348, -0.510, -2.222)  -0.52
B (-0.347, 0.219, -1.248)  0.06
O (-1.665, 0.012, -0.954)  -0.03
O (0.351, 1.210, -0.577)  -0.17
H (3.028, -2.280, -1.654)  0.53
H (2.412, -1.598, -0.187)  0.38
H (1.124, -2.096, -4.261)  0.20
H (-1.753, 0.156, 0.004)  0.27
H (-0.245, 1.967, -0.548)  0.23
C (-5.240, -0.983, -1.182)  -0.36
C (-4.071, -1.521, -1.967)  -0.10
O (-4.740, -2.151, -3.099)  -0.32
C (-5.954, -1.547, -3.235)  0.75
O (-6.648, -1.756, -4.190)  -0.60
O (-6.231, -0.759, -2.213)  -0.19
H (-5.006, -0.061, -0.659)  0.24
H (-5.642, -1.705, -0.470)  0.28
H (-3.413, -0.740, -2.339)  0.21
H (-3.479, -2.243, -1.408)  0.24
F (-5.534, -5.382, -5.661)  -0.28
P (-6.784, -4.737, -6.547)  0.97
F (-6.039, -3.301, -6.221)  -0.20
F (-7.875, -4.903, -7.723)  -0.28
F (-7.983, -3.836, -5.751)  -0.31
F (-7.505, -6.025, -5.860)  -0.26
F (-5.789, -4.834, -7.820)  -0.28
Be (-7.052, -3.837, -4.136)  0.53
O (-2.919, 1.338, 1.207)  -0.56
H (-2.490, 2.199, 1.286)  0.29
H (-3.737, 1.438, 1.704)  0.28
O (1.438, 3.628, 1.301)  -0.74
H (1.497, 2.956, 0.612)  0.34
H (2.331, 3.669, 1.670)  0.49
C (-9.706, -0.195, -1.346)  0.31
Br (-8.915, 0.697, 0.174)  -0.04
Br (-10.682, -1.770, -0.817)  0.00
Br (-10.788, 1.005, -2.390)  0.02
H (-8.893, -0.522, -1.978)  -0.30
O (3.322, -1.723, -5.057)  -0.57
H (3.665, -1.809, -5.953)  0.28
H (3.876, -2.312, -4.536)  0.31
C (3.470, -0.063, 5.480)  -0.73
O (4.784, 0.287, 5.084)  -0.31
C (5.272, -0.451, 3.971)  -0.80
C (5.424, 0.448, 2.761)  -0.25
N (4.126, 0.861, 2.237)  -0.14
C (4.200, 1.917, 1.231)  0.31
C (4.734, 3.279, 1.668)  -0.70
O (3.879, 3.952, 2.577)  -0.58
C (4.043, 3.611, 3.940)  -0.41
H (3.258, 0.455, 6.413)  0.24
H (2.730, 0.249, 4.735)  0.28
H (3.384, -1.140, 5.651)  0.35
H (4.638, -1.314, 3.749)  0.39
H (6.260, -0.828, 4.248)  0.40
H (5.970, -0.088, 1.978)  0.39
H (6.029, 1.311, 3.068)  0.16
H (3.554, 1.190, 3.005)  0.08
H (3.185, 2.067, 0.857)  -0.74
H (4.793, 1.559, 0.387)  0.48
H (4.773, 3.912, 0.778)  0.38
H (5.759, 3.229, 2.051)  0.49
H (5.073, 3.344, 4.176)  0.11
H (3.373, 2.795, 4.221)  0.17
H (3.759, 4.480, 4.541)  0.41
C (6.259, 4.764, 6.204)  -0.45
O (5.113, 4.252, 6.575)  -0.28
H (6.915, 5.097, 7.052)  0.33
H (6.927, 4.121, 5.602)  0.25
H (6.192, 5.718, 5.623)  0.29
Li (-4.262, -3.923, -3.497)  0.70

Summary:
HOMO level: -8.992 eV
Orbital gap: 0.81 eV
Maximum force: 4.6 eV/Å
ΔE to the lowest compared entry with this formula, charge and spin: 1.1434 eV
Net charge: +1
Total energy: -292976.11265 eV



2.
Below is a molecular structure, C15H34Cl2F8O6PbS5 in a non-equilibrium geometry, with properties calculated with ωB97M-V/def2-TZVPD.

Last column: Mulliken charge in e.
CARTESIAN COORDINATES (ANGSTROEM)
Pb (1.285, -0.209, 0.429)  1.35
Cl (-0.339, -1.926, 2.383)  -0.74
Cl (0.305, 0.683, -2.152)  -0.76
C (-4.838, -2.444, -0.986)  -1.15
C (-6.148, -1.664, -0.754)  1.05
C (-6.789, -1.421, -2.139)  0.22
F (-7.056, -2.450, -2.951)  -0.27
F (-7.787, -0.506, -2.234)  -0.31
F (-7.105, -2.348, -0.118)  -0.33
F (-5.828, -0.568, -0.101)  -0.23
O (-3.948, -1.746, -1.805)  -0.40
C (-2.894, -2.505, -2.400)  0.87
C (-2.269, -1.736, -3.616)  0.49
F (-1.267, -2.512, -4.027)  -0.28
F (-3.046, -1.460, -4.678)  -0.27
F (-1.971, -2.879, -1.518)  -0.25
F (-3.410, -3.701, -2.845)  -0.34
H (-5.095, -3.481, -1.201)  0.52
H (-4.251, -2.668, -0.096)  0.54
H (-6.004, -0.880, -2.668)  0.12
H (-1.705, -0.834, -3.381)  0.02
C (0.462, 4.211, 1.964)  -0.87
S (1.778, 3.545, 0.905)  0.33
O (1.828, 2.015, 0.996)  -0.13
C (1.003, 4.028, -0.675)  -0.72
H (0.753, 4.180, 3.014)  0.33
H (-0.522, 3.756, 1.851)  0.05
H (0.374, 5.250, 1.646)  0.51
H (0.213, 3.281, -0.746)  0.00
H (1.555, 3.842, -1.596)  0.27
H (0.772, 5.073, -0.465)  0.49
C (-2.992, 1.426, 2.256)  -1.06
S (-2.100, 1.648, 0.710)  0.23
O (-0.726, 1.116, 1.149)  -0.29
C (-2.829, 0.202, -0.171)  -0.60
H (-2.676, 2.039, 3.100)  0.36
H (-2.671, 0.447, 2.611)  0.26
H (-4.061, 1.556, 2.082)  0.40
H (-2.210, 0.148, -1.067)  -0.13
H (-3.798, 0.591, -0.484)  0.40
H (-2.955, -0.783, 0.279)  0.39
C (2.666, -2.024, -3.317)  -0.53
S (2.667, -3.034, -1.754)  0.33
O (2.178, -2.205, -0.569)  -0.53
C (1.187, -4.134, -2.125)  -0.71
H (1.637, -1.723, -3.516)  0.11
H (3.056, -2.588, -4.164)  0.39
H (3.215, -1.131, -3.018)  0.11
H (0.289, -3.951, -1.536)  0.13
H (1.407, -5.181, -1.918)  0.39
H (0.859, -3.996, -3.156)  0.28
C (5.911, 1.257, 1.204)  -0.88
S (5.185, 0.866, -0.480)  0.28
O (3.769, 0.460, -0.272)  -0.24
C (4.968, 2.647, -0.839)  -1.00
H (6.880, 1.755, 1.233)  0.47
H (6.109, 0.288, 1.662)  0.30
H (5.176, 1.836, 1.764)  0.11
H (4.464, 3.388, -0.218)  0.24
H (4.501, 2.615, -1.824)  0.31
H (5.965, 3.073, -0.944)  0.46
C (3.280, -0.978, 4.871)  -1.13
S (3.441, 0.299, 3.606)  0.36
O (3.047, -0.247, 2.233)  -0.45
C (1.997, 1.288, 4.184)  -0.90
H (4.116, -1.678, 4.866)  0.37
H (2.399, -1.618, 4.912)  0.32
H (3.310, -0.451, 5.825)  0.41
H (2.195, 2.237, 3.684)  0.05
H (2.121, 1.466, 5.252)  0.50
H (0.968, 1.146, 3.853)  0.35

Summary:
HOMO level: -7.156 eV
Orbital gap: 7.24 eV
Maximum force: 5.2 eV/Å
Net charge: 0
Total energy: -134596.10482 eV



3.
Below is 3 unconnected molecules or ions with the total composition C15H34ClO8P3S in a non-equilibrium geometry, with properties calculated with ωB97M-V/def2-TZVPD.

Last column: Mulliken charge in e.
CARTESIAN COORDINATES (ANGSTROEM)
C (-0.916, -2.088, 4.668)  -1.08
C (-1.517, -1.941, 3.284)  -0.18
O (-2.514, -0.923, 3.230)  -0.39
P (-2.154, 0.594, 2.788)  0.94
O (-1.068, 0.546, 1.797)  -0.60
O (-3.479, 0.963, 1.949)  -0.38
C (-3.405, 1.338, 0.572)  -0.36
C (-3.584, 0.134, -0.327)  -0.53
O (-2.701, 1.382, 4.055)  -0.37
C (-2.167, 1.181, 5.369)  -0.17
C (-0.728, 1.641, 5.494)  -1.05
H (-0.403, -1.174, 4.975)  0.20
H (-0.192, -2.904, 4.685)  0.41
H (-1.689, -2.302, 5.408)  0.27
H (-0.729, -1.761, 2.551)  0.26
H (-2.011, -2.873, 3.005)  0.35
H (-2.468, 1.853, 0.359)  0.27
H (-4.209, 2.055, 0.400)  0.36
H (-2.915, -0.676, -0.034)  0.04
H (-3.386, 0.394, -1.368)  0.39
H (-4.601, -0.253, -0.259)  0.11
H (-2.290, 0.139, 5.667)  0.22
H (-2.796, 1.768, 6.038)  0.31
H (-0.092, 1.174, 4.737)  0.30
H (-0.336, 1.396, 6.481)  0.36
H (-0.659, 2.720, 5.355)  0.32
C (4.347, -1.213, -3.917)  -1.04
C (3.491, -0.739, -2.759)  -0.26
O (4.141, 0.262, -1.977)  -0.33
P (3.912, 1.839, -2.257)  1.00
O (2.540, 2.033, -2.750)  -0.76
O (3.916, 2.436, -0.761)  -0.35
C (2.791, 3.147, -0.240)  -0.50
C (1.859, 2.221, 0.512)  -0.79
O (5.425, 2.291, -2.460)  -0.35
C (6.245, 1.767, -3.509)  -0.17
C (5.764, 2.173, -4.888)  -1.08
H (4.554, -0.399, -4.615)  0.20
H (3.840, -2.008, -4.464)  0.40
H (5.304, -1.600, -3.561)  0.26
H (2.525, -0.387, -3.126)  0.32
H (3.295, -1.576, -2.088)  0.35
H (2.265, 3.675, -1.034)  0.34
H (3.188, 3.904, 0.438)  0.35
H (1.602, 1.342, -0.078)  0.24
H (0.937, 2.735, 0.785)  0.34
H (2.335, 1.862, 1.426)  0.27
H (6.333, 0.683, -3.410)  0.22
H (7.242, 2.173, -3.338)  0.31
H (4.715, 1.906, -5.040)  0.34
H (6.364, 1.688, -5.658)  0.36
H (5.846, 3.253, -5.018)  0.32
C (-2.999, -3.342, -1.601)  0.12
C (-4.028, -3.917, -1.792)  -0.33
C (-5.320, -4.524, -2.129)  -0.95
P (-6.619, -3.226, -2.426)  0.29
S (-6.677, -2.269, -0.544)  -0.26
Cl (-5.692, -1.868, -3.672)  -0.21
H (-2.273, -2.596, -1.364)  0.45
H (-5.201, -5.178, -2.994)  0.36
H (-5.648, -5.123, -1.274)  0.37
H (-5.905, -3.051, 0.226)  0.16

Summary:
HOMO level: -8.967 eV
Orbital gap: 9.54 eV
Maximum force: 5.3 eV/Å
SMILES: CCOP(=O)(OCC)OCC.CCOP(=O)(OCC)OCC.C#CCP(S)Cl
ΔE to the lowest compared entry with this formula, charge and spin: 0.0000 eV
Net charge: 0
Total energy: -83713.59543 eV